1.
Formula: C5H10O
Source: OMol25
Level of theory: ωB97M-V with the def2-TZVPD basis set

Calculated values
Energy in eV: -7392.7817
Kohn-Sham gap in eV: 10.31
HOMO in eV: -9.211
Max |F| in Eh/bohr: 0.008
SMILES: C=CCCOC
LUMO energy in eV: 1.1014

Cartesian coordinates (Å):
C 1.74 -0.91 -0.37
O 0.82 0.05 -0.83
C 0.10 1.06 1.49
C -0.98 1.21 0.73
C -1.54 0.02 0.02
C -0.51 -0.33 -1.11
H 1.33 -1.61 0.37
H 2.15 -1.49 -1.21
H 2.57 -0.37 0.10
H 0.42 0.06 1.77
H 0.76 1.88 1.75
H -1.26 2.20 0.36
H -2.52 0.22 -0.43
H -1.69 -0.83 0.71
H -0.57 -1.40 -1.37
H -0.80 0.25 -1.99

---

2.
Formula: C5H10O
Source: OMol25
Level of theory: ωB97M-V with the def2-TZVPD basis set

Calculated values
Energy in eV: -7393.3531
Kohn-Sham gap in eV: 10.99
HOMO in eV: -9.917
Max |F| in Eh/bohr: 0.010
SMILES: C[C@H]1OC1(C)C
LUMO energy in eV: 1.0741

Cartesian coordinates (Å):
C 0.24 -0.55 -2.09
C 0.55 0.32 -0.88
O -0.64 1.03 -0.53
C -0.05 0.20 0.47
C 0.32 1.18 1.56
C -0.70 -1.08 0.94
H 0.82 -0.24 -2.96
H -0.80 -0.30 -2.30
H 0.29 -1.64 -1.98
H 1.49 0.88 -0.91
H 0.70 2.09 1.08
H -0.64 1.46 2.01
H 1.01 0.85 2.34
H -0.09 -1.52 1.73
H -0.81 -1.82 0.14
H -1.69 -0.86 1.37

---

3.
Formula: C5H10O
Source: OMol25
Level of theory: ωB97M-V with the def2-TZVPD basis set

Calculated values
Energy in eV: -7393.0223
Kohn-Sham gap in eV: 10.59
HOMO in eV: -9.547
Max |F| in Eh/bohr: 0.037
SMILES: C=CC.CC=O
LUMO energy in eV: 1.0473

Cartesian coordinates (Å):
C 1.37 -0.89 1.64
C 1.18 -0.49 0.20
C 1.63 0.67 -0.28
H 1.02 -1.91 1.82
H 0.91 -0.19 2.35
H 2.43 -0.85 1.89
H 0.74 -1.26 -0.43
H 1.69 0.91 -1.33
H 1.67 1.52 0.39
O -2.12 -1.21 -0.02
C -1.85 -0.04 -0.14
C -1.73 0.69 -1.44
H -1.69 0.56 0.78
H -0.72 0.79 -1.82
H -2.27 0.07 -2.17
H -2.27 1.63 -1.44

---

4.
Formula: C5H10O
Source: OMol25
Level of theory: ωB97M-V with the def2-TZVPD basis set

Calculated values
Energy in eV: -7392.2445
Kohn-Sham gap in eV: 10.05
HOMO in eV: -8.873
Max |F| in Eh/bohr: 0.036
SMILES: CO[C@H]1C[C@H]1C
LUMO energy in eV: 1.1796

Cartesian coordinates (Å):
C -1.87 -0.91 0.12
O -1.16 0.17 0.67
C -0.55 0.91 -0.33
C 0.71 1.61 -0.02
C 0.88 0.23 -0.54
C 1.50 -0.82 0.39
H -2.10 -1.59 0.93
H -1.34 -1.47 -0.65
H -2.83 -0.62 -0.32
H -1.31 1.55 -0.85
H 0.93 1.79 1.02
H 1.00 2.40 -0.71
H 1.09 0.06 -1.58
H 1.23 -1.84 0.10
H 1.22 -0.68 1.43
H 2.61 -0.79 0.35